{"formula": "C40H48BFN7O5RhS2", "method": "wB97M-V/def2-TZVPD", "species": ["Rh", "B", "N", "C", "C", "C", "N", "N", "C", "C", "C", "N", "H", "H", "H", "H", "H", "H", "H", "H", "C", "C", "N", "C", "C", "C", "O", "O", "C", "O", "C", "C", "C", "F", "C", "C", "C", "N", "C", "C", "N", "C", "C", "H", "H", "H", "H", "H", "H", "H", "H", "H", "H", "H", "H", "H", "H", "H", "H", "H", "H", "O", "S", "C", "C", "C", "C", "H", "H", "H", "H", "H", "H", "H", "H", "O", "S", "C", "C", "C", "C", "C", "C", "C", "C", "C", "C", "C", "C", "C", "C", "H", "H", "H", "H", "H", "H", "H", "H", "H", "H", "H", "H", "H", "H"], "xyz": [[0.43775, 1.45821, 1.59867], [0.84262, -0.37512, 4.63016], [1.09761, 1.15001, 4.54806], [1.38744, 1.90636, 5.60809], [1.63087, 3.20220, 5.18534], [1.46656, 3.15619, 3.81285], [1.14648, 1.90785, 3.44154], [1.12317, -1.04359, 3.23823], [1.41566, -2.33856, 3.10927], [1.42680, -2.67533, 1.76546], [1.12216, -1.49255, 1.11401], [0.94316, -0.51061, 2.01108], [-0.29156, -0.59798, 4.97294], [1.62981, -0.84751, 5.40149], [1.44244, 1.46075, 6.58655], [1.91443, 4.04808, 5.78477], [1.60100, 3.92946, 3.07779], [1.57941, -2.93766, 3.98886], [1.61569, -3.64161, 1.33400], [1.02670, -1.28502, 0.06739], [6.32283, 0.11222, -3.07681], [5.20118, 0.99891, -3.59139], [3.98011, 0.88457, -2.77757], [3.81422, 1.73610, -1.75358], [2.72846, 1.75886, -0.92546], [2.72432, 2.81853, 0.13683], [3.46618, 3.77187, 0.01947], [1.91468, 2.70162, 1.14608], [1.64953, 0.87047, -1.15953], [0.57732, 0.85069, -0.51156], [1.83287, -0.06787, -2.26508], [0.82789, -0.98847, -2.57263], [0.99569, -1.88951, -3.58267], [-0.02294, -2.72424, -3.86856], [2.18339, -1.95649, -4.33281], [3.17476, -1.03749, -4.03287], [3.00561, -0.06667, -3.03574], [2.42482, -2.91824, -5.34214], [1.58664, -4.11243, -5.44269], [2.18721, -5.04336, -6.50504], [3.65676, -4.76477, -6.60301], [3.89291, -3.40616, -7.21158], [2.83182, -2.44581, -6.66009], [7.20100, 0.21615, -3.71296], [6.02866, -0.93806, -3.05878], [6.60449, 0.39865, -2.06403], [4.94386, 0.77250, -4.62475], [5.49459, 2.04660, -3.56917], [4.59608, 2.46863, -1.59323], [-0.10800, -0.95982, -2.02897], [4.11194, -1.10136, -4.56565], [0.55305, -3.90318, -5.72723], [1.57305, -4.61012, -4.47346], [1.77550, -4.86863, -7.49727], [2.03946, -6.08954, -6.24857], [4.13666, -5.48612, -7.14173], [4.04737, -4.76815, -5.65886], [3.82614, -3.51168, -8.29277], [4.90463, -3.10724, -6.94506], [1.97251, -2.38522, -7.33830], [3.25609, -1.44830, -6.59512], [-0.88482, 3.15493, 2.10524], [-0.51849, 4.39598, 1.27800], [-1.58356, 5.72961, 1.89164], [-2.34722, 6.26277, 0.68327], [-2.71611, 5.03378, -0.14338], [-1.43084, 4.22628, -0.28506], [-0.96043, 6.46523, 2.39452], [-2.23908, 5.24368, 2.61710], [-1.71236, 6.93326, 0.10010], [-3.22130, 6.83060, 0.99977], [-3.12776, 5.29682, -1.11717], [-3.46010, 4.44342, 0.39081], [-0.77974, 4.61537, -1.06896], [-1.56973, 3.15355, -0.42776], [-1.56562, 0.74652, 1.16045], [-2.09042, -0.64653, 1.55209], [-2.50356, -0.49292, 3.29347], [-3.01213, -1.78882, 3.85752], [-4.16318, -1.80045, 4.63844], [-4.62846, -2.98760, 5.18357], [-3.95086, -4.17531, 4.94680], [-2.79892, -4.16954, 4.17400], [-2.32858, -2.98189, 3.63404], [-3.74161, -0.73269, 0.80069], [-4.75462, 0.25217, 1.29746], [-5.78574, -0.18443, 2.12345], [-6.73473, 0.70861, 2.59743], [-6.66115, 2.04712, 2.24563], [-5.64211, 2.48667, 1.41212], [-4.69055, 1.59607, 0.93899], [-3.22001, 0.32510, 3.38404], [-1.56573, -0.18795, 3.75840], [-4.69006, -0.87345, 4.82882], [-5.52034, -2.98481, 5.79598], [-4.31586, -5.10133, 5.36986], [-2.25851, -5.09064, 4.00026], [-1.41578, -2.98296, 3.04607], [-4.05678, -1.76270, 0.97911], [-3.52925, -0.61613, -0.26375], [-5.85091, -1.23221, 2.38959], [-7.53632, 0.35659, 3.23293], [-7.40526, 2.74428, 2.60658], [-5.60506, 3.52829, 1.12213], [-3.89788, 1.93463, 0.28350]], "atomic_forces_ev_per_a": [[-0.22, -0.55, 0.50], [-0.01, -0.06, 0.00], [-0.04, -0.13, 0.08], [0.14, 0.02, -0.04], [0.02, -0.02, 0.00], [0.05, 0.04, -0.04], [-0.77, 0.12, 0.09], [0.06, 0.27, -0.04], [-0.01, 0.00, -0.01], [-0.09, -0.02, 0.01], [0.16, 0.05, 0.16], [0.47, 0.12, -0.74], [0.04, -0.02, -0.02], [-0.02, -0.04, 0.04], [0.01, -0.01, 0.01], [0.01, 0.01, 0.00], [-0.04, -0.03, 0.02], [0.02, 0.01, 0.02], [0.03, 0.00, -0.01], [-0.02, -0.05, -0.03], [-0.02, -0.01, -0.01], [0.06, -0.06, 0.03], [-0.05, 0.04, 0.02], [-0.04, 0.00, -0.06], [-0.04, -0.14, 0.12], [-0.03, 0.06, -0.02], [0.06, -0.06, -0.03], [0.13, -0.13, 0.37], [0.13, 0.23, -0.05], [-0.63, 0.08, 0.11], [0.03, 0.04, -0.10], [-0.07, -0.01, -0.01], [0.01, 0.03, 0.00], [-0.02, 0.00, 0.01], [0.07, -0.01, 0.08], [-0.02, 0.02, -0.01], [0.01, -0.03, 0.03], [-0.02, 0.01, -0.07], [0.01, -0.02, 0.02], [-0.05, -0.03, 0.03], [0.00, 0.01, 0.00], [0.00, 0.07, -0.04], [0.00, 0.01, 0.00], [0.01, 0.00, 0.00], [0.00, -0.01, -0.01], [0.00, 0.00, 0.01], [-0.01, 0.04, 0.00], [0.01, -0.01, 0.01], [0.00, 0.01, -0.01], [0.03, -0.01, 0.03], [0.01, -0.01, -0.01], [0.02, 0.00, -0.03], [-0.03, 0.00, -0.01], [0.01, 0.00, 0.00], [0.02, 0.00, -0.01], [-0.01, 0.00, 0.00], [0.02, 0.00, -0.01], [0.01, -0.02, 0.01], [-0.01, -0.01, 0.02], [0.01, -0.01, -0.01], [-0.02, 0.00, 0.00], [0.64, 0.03, -0.88], [0.06, 0.40, -0.17], [-0.06, -0.12, 0.02], [-0.01, -0.04, 0.00], [0.01, 0.02, -0.04], [-0.02, 0.04, 0.03], [-0.01, -0.01, 0.02], [-0.01, 0.02, 0.01], [-0.01, 0.01, 0.00], [0.01, 0.00, 0.01], [-0.01, -0.01, 0.01], [-0.06, -0.04, 0.03], [-0.01, 0.02, -0.01], [0.03, 0.00, -0.02], [0.19, -0.14, 0.63], [-0.07, -0.06, 0.10], [-0.15, 0.11, -0.11], [-0.01, -0.03, -0.01], [0.01, -0.01, 0.00], [0.00, -0.01, 0.00], [-0.01, 0.01, 0.00], [0.00, -0.01, 0.00], [0.05, 0.02, 0.00], [0.07, 0.07, -0.02], [0.00, -0.02, 0.01], [-0.01, -0.01, -0.01], [0.00, -0.02, 0.01], [-0.01, 0.02, -0.01], [0.02, 0.01, 0.00], [0.00, 0.00, 0.00], [-0.01, -0.02, 0.01], [0.01, 0.00, -0.01], [-0.01, 0.01, -0.01], [0.00, 0.00, 0.01], [0.00, 0.00, 0.01], [0.00, -0.01, -0.01], [-0.03, 0.00, 0.03], [0.01, 0.00, -0.02], [-0.02, -0.03, -0.01], [0.00, -0.01, 0.01], [0.00, 0.00, 0.00], [0.00, 0.01, 0.00], [0.03, 0.02, -0.02], [0.02, 0.02, 0.01]], "de_lowest_kcal_mol": 0.00, "energy_ha": -3343.70932, "total_charge": 2}